No. 1
{
  "formula": "C27H42F3NO9S",
  "method": "ωB97M-V/def2-TZVPD",
  "species": ["C", "O", "C", "C", "C", "C", "C", "C", "C", "C", "C", "C", "O", "S", "O", "O", "C", "C", "C", "O", "C", "C", "C", "O", "O", "C", "C", "C", "C", "C", "N", "C", "H", "H", "H", "H", "H", "H", "H", "H", "H", "H", "H", "H", "H", "H", "H", "H", "H", "H", "H", "H", "H", "H", "H", "H", "H", "H", "H", "H", "H", "H", "H", "H", "H", "H", "H", "H", "H", "C", "C", "O", "C", "O", "C", "F", "F", "F", "H", "H", "H", "H", "H"],
  "positions_angstrom": [[-4.9082, -0.7868, 6.3409], [-6.1652, -0.6827, 5.6609], [-6.0205, -0.8783, 4.2518], [-5.0887, 0.2599, 3.6674], [-5.5681, 0.5547, 2.1768], [-4.5954, 1.6943, 1.6067], [-3.7604, 1.0147, 0.4382], [-2.6709, 1.9456, -0.1960], [-1.4300, 2.2532, 0.7244], [-0.8250, 1.0161, 1.4919], [0.3617, 0.2879, 0.6797], [0.3310, -1.1784, 1.2536], [-0.1288, 0.2707, -0.6747], [0.9671, -0.0121, -1.8488], [0.7047, 1.0547, -2.8339], [0.7095, -1.2663, -2.6131], [2.7062, 0.2209, -1.3429], [3.5909, -1.0434, -1.0857], [2.8986, -2.4175, -0.7786], [3.2404, -3.3748, -1.8000], [2.6905, 1.3406, -0.2050], [4.1510, 1.7599, 0.2549], [4.1612, 3.1133, 1.0422], [3.6611, 4.0663, 0.5054], [4.6950, 3.1882, 2.3229], [1.6522, 1.1478, 0.9786], [2.3125, 0.8132, 2.3810], [2.0079, 1.7273, 3.4993], [2.7013, 1.3629, 4.7372], [3.5245, 0.1693, 4.6872], [3.7651, -0.6843, 3.6720], [3.1687, -0.3520, 2.4944], [-4.1054, -1.2671, 5.7138], [-4.5029, 0.2215, 6.6377], [-5.0684, -1.4505, 7.2280], [-6.9931, -0.8160, 3.7017], [-5.5260, -1.8618, 4.0092], [-5.1926, 1.2374, 4.2172], [-4.0072, -0.0296, 3.5831], [-6.6476, 0.8286, 2.1038], [-5.3835, -0.3935, 1.5944], [-3.9490, 2.1443, 2.3971], [-5.2539, 2.4485, 1.0891], [-4.5146, 0.8108, -0.3782], [-3.3766, -0.0066, 0.7247], [-2.3037, 1.4871, -1.1489], [-3.1195, 2.9399, -0.4788], [-1.7528, 3.0148, 1.4919], [-0.5870, 2.7448, 0.1595], [-0.4284, 1.4103, 2.4710], [-1.5722, 0.2312, 1.7722], [-0.4359, -1.7473, 0.6538], [1.2931, -1.7316, 1.2853], [-0.0715, -1.1699, 2.3057], [3.1859, 0.7583, -2.2101], [4.2230, -1.2180, -2.0024], [4.3509, -0.8662, -0.2724], [3.3247, -2.8299, 0.1832], [1.7899, -2.4110, -0.6873], [2.4240, -3.6552, -2.2451], [2.3482, 2.2550, -0.7758], [4.6935, 1.9826, -0.7117], [4.7282, 0.9413, 0.7416], [3.9875, 3.5151, 2.9120], [1.2510, 2.1924, 1.1466], [1.3450, 2.6108, 3.3918], [2.6055, 1.9688, 5.6668], [4.0447, -0.0867, 5.6476], [3.3260, -1.0162, 1.6208], [0.4806, -0.9513, -5.8430], [0.8621, -0.7182, -7.2901], [1.5309, -1.8695, -7.8378], [0.7410, -2.8685, -8.2422], [-0.4551, -2.8652, -8.1767], [1.5807, -3.9985, -8.8411], [2.6534, -4.2930, -8.0841], [2.0449, -3.6728, -10.0629], [0.8832, -5.1331, -8.9796], [1.3492, -1.2444, -5.2514], [0.0422, -0.0542, -5.4049], [-0.2451, -1.7624, -5.7613], [1.5676, 0.1107, -7.3551], [-0.0047, -0.4509, -7.8975]],
  "forces_ev_per_a": [[0.42, -0.30, 0.18], [0.32, -0.61, -0.48], [1.52, 1.05, -0.40], [-1.30, 0.08, -1.52], [1.74, 0.23, 0.71], [-0.88, -1.45, -1.51], [-0.46, 0.75, -0.40], [0.55, -0.06, -0.19], [-0.20, -0.01, 0.58], [0.18, 0.36, -0.25], [-1.41, -0.28, 3.17], [-0.39, -0.23, 0.14], [2.54, -0.36, -0.51], [-2.27, 0.22, -6.74], [0.77, -0.10, 2.35], [0.93, 0.88, 3.40], [1.34, 0.67, 1.56], [0.29, -0.67, -0.10], [0.31, -0.78, 0.21], [-0.49, 0.26, 0.19], [-0.15, 0.78, -0.31], [0.67, -0.30, -0.64], [-0.75, -0.13, -0.43], [0.15, -0.25, 0.55], [-0.68, -0.88, -0.84], [0.43, 0.95, 0.48], [-0.71, 0.28, -0.29], [2.49, -2.97, 0.43], [-0.48, -0.58, -2.49], [-0.09, 0.82, 1.41], [-1.11, 1.55, -0.71], [-1.02, 1.69, 1.35], [-0.84, 0.32, 0.41], [-0.57, -0.90, -0.14], [0.21, 0.79, -0.56], [0.56, -0.12, 1.05], [-0.62, 0.62, 0.36], [0.11, -1.16, -0.16], [-0.92, 0.24, 0.38], [0.86, -0.17, 0.24], [-0.46, 0.95, 0.38], [-0.62, -0.27, -0.59], [0.95, -0.29, 0.80], [0.74, 0.10, 0.77], [-0.15, 1.12, -0.11], [-0.33, 0.32, 0.77], [0.24, -0.99, 0.28], [0.32, -0.76, -0.65], [-0.98, -0.42, 0.27], [-0.11, -0.70, -0.98], [0.39, 0.87, -0.45], [0.90, 0.48, 0.49], [-0.68, 0.41, -0.24], [0.63, 0.11, -0.96], [-1.17, -0.64, 0.52], [-0.82, 0.08, 0.84], [-0.93, 0.21, -0.76], [-0.48, 0.44, -0.84], [0.87, 0.43, 0.01], [0.39, 0.28, 0.16], [0.11, -0.93, 0.70], [-0.43, -0.13, 0.98], [-0.59, 0.72, -0.04], [0.54, 0.18, -0.36], [0.43, -1.04, -0.35], [0.56, -0.77, 0.03], [0.16, -0.73, -0.86], [-0.50, 0.16, -1.01], [-0.03, 0.56, 0.74], [-0.08, -0.38, -0.02], [-0.27, 0.62, 0.49], [0.10, -0.59, -0.47], [-0.37, 1.25, 0.52], [0.28, -0.50, -0.25], [0.79, -1.20, -0.46], [-0.31, 0.30, 0.03], [-0.26, 0.27, 0.27], [-0.15, 0.52, 0.16], [0.01, 0.18, -0.03], [0.10, -0.01, -0.01], [-0.05, 0.10, -0.02], [0.18, -0.27, -0.15], [0.04, -0.27, -0.04]],
  "homo_energy_ev": -9.65,
  "smiles": "COCCCCCCCC[C@@]1(C)OS(=O)(=O)[C@H](CCO)[C@H](CC(=O)O)[C@@H]1c1cccnc1.CCOC(=O)C(F)(F)F",
  "charge": 0
}

No. 2
{
  "formula": "C6H10Cl2LiNS",
  "method": "ωB97M-V/def2-TZVPD",
  "species": ["C", "C", "Cl", "C", "Cl", "N", "C", "C", "C", "S", "H", "H", "H", "H", "H", "H", "H", "H", "H", "H", "Li"],
  "positions_angstrom": [[3.7321, 0.1795, -0.1316], [2.2574, -0.0411, -0.2425], [1.7306, -0.6704, -1.7881], [1.3138, 0.1523, 0.6969], [1.9861, 0.7723, 2.3055], [-0.0018, -0.0655, 0.6465], [-0.7620, 1.0392, 0.1535], [-2.1660, 0.5119, -0.0280], [-2.1475, -0.7113, -0.9618], [-2.0390, -2.3109, -0.1003], [4.1416, 0.3374, -1.1222], [4.2062, -0.7002, 0.2977], [3.9649, 1.0306, 0.4912], [-0.4398, 1.4266, -0.8273], [-0.7820, 1.9036, 0.8319], [-2.4613, 0.1985, 0.9817], [-2.8583, 1.2628, -0.4008], [-1.2941, -0.6152, -1.6205], [-3.0468, -0.7785, -1.5670], [-1.5433, -1.8560, 1.0638], [-3.7907, -1.0657, 1.3213]],
  "forces_ev_per_a": [[-0.20, -0.26, -0.20], [-0.13, 0.34, 0.75], [-0.12, -0.09, -0.14], [-0.44, -0.38, -0.75], [0.14, 0.11, 0.17], [0.42, 0.05, 0.11], [0.01, -0.05, 0.29], [-0.28, -0.31, -0.50], [-0.01, 0.23, 0.16], [-0.94, -0.08, 0.44], [0.17, 0.06, -0.13], [0.21, -0.11, 0.06], [0.01, 0.19, 0.16], [0.17, -0.02, -0.09], [-0.06, 0.18, 0.08], [-0.15, 0.20, 0.44], [-0.11, 0.18, 0.00], [0.26, -0.10, -0.07], [-0.14, 0.00, -0.12], [0.73, 0.17, -0.21], [0.46, -0.29, -0.45]],
  "homo_energy_ev": -6.51,
  "charge": 0
}

No. 3
{
  "formula": "C26H37F10IN4O",
  "method": "ωB97M-V/def2-TZVPD",
  "species": ["O", "C", "C", "C", "C", "C", "N", "C", "C", "F", "F", "C", "F", "F", "C", "F", "F", "F", "C", "N", "C", "C", "C", "I", "C", "F", "F", "F", "H", "H", "H", "H", "H", "H", "H", "C", "C", "N", "C", "C", "C", "C", "H", "H", "H", "H", "H", "H", "H", "H", "H", "H", "H", "H", "H", "H", "H", "C", "C", "N", "C", "C", "C", "C", "H", "H", "H", "H", "H", "H", "H", "H", "H", "H", "H", "H", "H", "H", "H"],
  "positions_angstrom": [[6.7332, 0.5660, 2.0559], [5.9767, -0.4755, 1.3860], [4.5406, -0.4525, 2.0317], [3.4109, -1.1090, 1.1741], [2.2180, -0.3157, 0.9199], [1.0495, -0.8317, 0.1497], [-0.0368, 0.0061, 0.0086], [-1.0434, -0.5687, -0.6792], [-2.3471, 0.2520, -0.8758], [-2.0340, 1.5970, -1.0716], [-3.0197, -0.1253, -2.0341], [-3.3731, 0.2001, 0.3383], [-3.3629, 1.3115, 1.1335], [-4.6463, 0.1510, -0.2295], [-3.2694, -1.0754, 1.2582], [-4.3709, -1.0387, 2.0967], [-3.3950, -2.2525, 0.5647], [-2.1869, -1.0735, 2.0877], [-0.9723, -1.9336, -1.2609], [0.0656, -2.7935, -1.1632], [1.0777, -2.1840, -0.4060], [2.3038, -2.9996, -0.1413], [3.4197, -2.4994, 0.6126], [5.0691, -3.8275, 0.9380], [6.0109, -0.1248, -0.1461], [5.6845, -1.1537, -0.9775], [7.3187, 0.2354, -0.4517], [5.2646, 1.0098, -0.3813], [7.3732, 0.1051, 2.6212], [6.5503, -1.4207, 1.5789], [4.2536, 0.6318, 2.1480], [4.5573, -0.9032, 3.0652], [2.2110, 0.7225, 1.3331], [-1.8756, -2.2972, -1.8177], [2.3557, -4.0456, -0.5198], [-1.2020, 1.6112, 4.4831], [-1.9226, 2.4169, 5.5573], [-2.2045, 3.7881, 5.1613], [-2.6148, 4.6374, 6.2719], [-3.9285, 4.3003, 6.9800], [-2.9652, 3.9557, 3.9307], [-4.3386, 3.2864, 3.8436], [-0.2907, 2.1168, 4.1560], [-0.9186, 0.6340, 4.8817], [-1.8351, 1.4348, 3.6109], [-1.2715, 2.4337, 6.4370], [-2.8349, 1.8793, 5.8500], [-2.6539, 5.6777, 5.9334], [-1.8146, 4.6186, 7.0206], [-4.7941, 4.5761, 6.3782], [-3.9981, 4.8667, 7.9128], [-4.0025, 3.2423, 7.2374], [-2.3554, 3.5839, 3.1009], [-3.0788, 5.0238, 3.7195], [-4.3248, 2.2542, 4.1992], [-4.6673, 3.2634, 2.8009], [-5.0956, 3.8365, 4.4017], [2.0948, -1.9180, -3.9348], [1.8274, -1.9516, -5.4332], [0.7126, -2.8105, -5.8016], [0.6399, -3.0804, -7.2317], [0.3735, -1.8997, -8.1674], [-0.5591, -2.5231, -5.1530], [-1.1438, -1.1177, -5.3163], [2.2318, -2.9244, -3.5326], [3.0075, -1.3509, -3.7350], [1.2843, -1.4337, -3.3855], [2.7352, -2.3297, -5.9137], [1.6871, -0.9221, -5.7902], [-0.1154, -3.8517, -7.4139], [1.5869, -3.5419, -7.5334], [-0.6653, -1.5736, -8.1209], [0.5646, -2.2008, -9.2011], [1.0193, -1.0462, -7.9541], [-0.4454, -2.7193, -4.0815], [-1.3037, -3.2558, -5.4805], [-0.3997, -0.3340, -5.1609], [-1.9345, -0.9624, -4.5760], [-1.5971, -0.9771, -6.2968]],
  "forces_ev_per_a": [[-0.32, -0.82, -0.12], [0.31, 0.29, 0.87], [-0.58, -0.23, -0.78], [-2.31, 0.11, -0.90], [1.33, -1.97, -0.23], [1.11, -0.05, 0.53], [-1.05, -2.12, -1.23], [1.13, -0.77, -0.15], [0.44, 1.48, -0.84], [-0.27, -1.66, 0.45], [0.94, -0.05, 1.57], [-1.59, 0.04, -0.49], [0.61, -1.30, -0.88], [1.50, -0.07, 0.81], [-1.64, -0.58, 1.80], [1.37, 0.07, -1.05], [0.85, 1.73, 0.67], [-1.00, -0.18, -1.63], [-0.28, -0.12, -0.03], [-0.50, 3.73, 1.56], [2.03, -0.92, 0.52], [0.69, 1.29, 0.91], [-2.09, 0.96, -0.52], [-0.90, 0.43, -0.08], [1.52, 1.01, 0.45], [-0.10, 1.48, 0.87], [-1.65, -0.69, 0.03], [0.47, -1.80, -0.14], [-0.20, 0.43, -0.31], [-0.97, 0.64, -0.68], [0.46, -1.12, -0.10], [0.19, 0.32, -1.11], [-0.32, -1.04, -0.57], [1.02, 0.40, 0.54], [-0.24, 1.05, 0.23], [-0.06, -0.04, -0.07], [0.04, -0.07, -0.19], [0.08, 0.33, 0.13], [0.16, 0.02, 0.17], [-0.14, 0.13, 0.10], [0.12, -0.18, -0.29], [-0.18, 0.06, -0.14], [-0.08, 0.05, 0.00], [-0.05, 0.04, 0.00], [0.05, 0.02, 0.00], [-0.14, 0.21, 0.05], [-0.01, -0.12, 0.06], [-0.01, -0.10, -0.17], [0.03, -0.13, -0.09], [-0.01, -0.10, 0.01], [0.03, -0.02, -0.04], [0.01, 0.02, -0.04], [0.03, -0.07, 0.10], [0.07, -0.01, 0.24], [0.03, 0.03, 0.01], [0.03, 0.00, 0.04], [0.00, -0.10, 0.06], [0.01, 0.07, 0.08], [-0.06, 0.01, 0.19], [-0.07, -0.29, -0.21], [0.18, -0.11, -0.09], [-0.10, 0.01, -0.19], [0.01, 0.04, 0.33], [-0.21, 0.05, 0.03], [-0.09, 0.01, -0.05], [-0.05, 0.00, -0.02], [0.02, -0.03, 0.00], [-0.17, -0.06, -0.18], [0.09, 0.10, 0.00], [-0.05, 0.07, 0.17], [0.04, 0.07, 0.14], [0.05, 0.08, 0.03], [0.01, 0.00, 0.05], [-0.03, -0.03, 0.03], [0.14, 0.02, -0.04], [0.18, -0.02, -0.17], [0.02, -0.04, -0.02], [0.03, 0.00, -0.03], [0.08, 0.08, 0.00]],
  "homo_energy_ev": -8.07,
  "smiles": "O[C@@H](Cc1cc2nc(C(F)(F)C(F)(F)C(F)(F)F)cnc2cc1I)C(F)(F)F.CCN(CC)CC.CCN(CC)CC",
  "charge": 0
}

No. 4
{
  "formula": "C7H12ClN",
  "method": "ωB97M-V/def2-TZVPD",
  "species": ["C", "C", "C", "C", "C", "C", "C", "N", "Cl", "H", "H", "H", "H", "H", "H", "H", "H", "H", "H", "H", "H"],
  "positions_angstrom": [[-0.1846, -0.8950, 0.0381], [-0.2522, 0.4225, 0.7716], [0.4035, -0.8798, -1.3780], [1.0499, -1.6534, -0.2315], [0.5296, 0.5289, 2.0191], [-0.3584, -1.5922, -2.4899], [-0.9149, 2.6054, 0.7708], [-0.9450, 1.3528, 0.3075], [2.6805, -1.1877, 0.3111], [-1.0415, -1.5614, 0.1632], [0.6236, 0.1432, -1.8070], [0.9480, -2.7058, -0.0374], [1.2939, -0.2598, 2.2190], [-0.0969, 0.3361, 2.8389], [0.8377, 1.5495, 1.9447], [-1.2220, -1.0011, -2.6598], [-0.6185, -2.6476, -2.4835], [0.2201, -1.4566, -3.4142], [-1.4986, 3.3471, 0.1514], [-1.4806, 2.6644, 1.7925], [0.0265, 2.8904, 1.1735]],
  "forces_ev_per_a": [[-0.30, 1.75, -0.22], [4.40, -8.20, 0.14], [-1.40, -1.08, -0.18], [0.99, 1.22, -0.34], [-0.09, -0.74, 0.22], [1.29, 0.30, -0.92], [-2.48, 3.18, 1.38], [-3.96, 2.88, -1.67], [-0.10, 0.05, -0.02], [-0.14, 0.05, 0.04], [0.79, -1.28, 1.32], [-0.01, -0.34, -0.88], [-0.20, 1.01, -1.06], [-1.14, 0.49, 1.81], [1.14, 0.40, 1.18], [-1.25, 0.32, -0.17], [0.08, -0.04, 0.77], [0.03, -0.20, 0.06], [1.03, -0.58, 0.50], [-0.06, -0.32, -1.15], [1.38, 1.15, -0.82]],
  "homo_energy_ev": [-4.91, -9.37],
  "multiplicity": 3,
  "charge": 0
}

No. 5
{
  "formula": "C4H8NO2S",
  "method": "ωB97M-V/def2-TZVPD",
  "species": ["O", "C", "C", "C", "S", "N", "C", "O", "H", "H", "H", "H", "H", "H", "H", "H"],
  "positions_angstrom": [[0.2707, -1.3812, 1.8544], [-0.9093, -0.9856, 1.4612], [-0.8662, -0.4762, -0.0270], [-1.3885, -1.1347, -1.0875], [1.9460, 2.5907, 0.9411], [-0.0552, 0.5803, -0.1811], [0.8563, 0.6699, -1.2820], [0.4777, 0.3716, -2.4614], [-1.7559, -1.7079, 1.4826], [-1.2978, -0.0639, 1.9806], [-1.0962, -0.9284, -2.1126], [-1.7772, -2.1158, -0.8452], [2.3171, 1.5837, 1.7475], [0.3590, 1.1132, 0.6077], [1.1836, 1.7801, -1.1963], [1.7360, 0.1041, -0.8820]],
  "forces_ev_per_a": [[0.16, -0.38, -0.30], [-0.95, 0.91, 0.49], [0.28, 0.25, -0.72], [0.80, -1.12, 0.53], [0.00, 0.29, -0.11], [0.45, 0.01, -0.27], [-0.35, -0.49, 0.01], [-0.27, -0.24, -0.26], [0.13, -0.24, 0.03], [0.03, -0.11, 0.10], [-0.60, 0.72, 0.01], [-0.18, -0.07, -0.12], [-0.02, -0.10, -0.09], [-0.38, 0.02, 0.17], [0.61, 0.13, 0.69], [0.30, 0.41, -0.15]],
  "homo_energy_ev": -4.21,
  "charge": -1
}